# 1
Here is a molecular structure, C21H33BrMnN2SbSi from the Open Molecules 2025 dataset. Energies are from ωB97M-V with the def2-TZVPD basis set.

## Properties
- Charge: +2
- LUMO energy (spin up / spin down): -7.2 / -7.2 eV
- Gap between HOMO and LUMO (spin up / spin down): 6.8215 / 6.8255 eV
- HOMO energy (spin up / spin down): -14.0 / -14.0 eV
- 2S+1: 5

CARTESIAN COORDINATES (ANGSTROEM)
Mn -0.038 0.376 0.350
Br 0.400 -4.476 5.911
C 0.381 -2.926 4.861
C 0.578 -1.683 5.460
C 0.564 -0.533 4.695
C 0.349 -0.619 3.320
C 0.154 -1.864 2.731
C 0.169 -3.020 3.492
N 0.328 0.506 2.446
C 0.468 1.712 2.849
C 0.479 2.821 1.886
C 0.645 4.129 2.307
C 0.660 5.140 1.352
C 0.509 4.805 0.018
C 0.347 3.470 -0.323
N 0.334 2.494 0.584
H 0.747 -1.622 6.526
H 0.731 0.412 5.193
H -0.020 -1.942 1.661
H 0.015 -3.985 3.031
H 0.593 1.967 3.898
H 0.762 4.353 3.358
H 0.791 6.171 1.652
H 0.515 5.559 -0.757
H 0.225 3.175 -1.358
C 3.613 0.678 0.640
Si 2.264 -0.445 0.036
C 2.579 -2.271 0.160
C 1.484 0.084 -1.620
H 4.533 0.494 0.078
H 3.833 0.474 1.689
H 3.361 1.734 0.534
H 3.450 -2.527 -0.450
H 1.739 -2.870 -0.194
H 2.803 -2.561 1.187
H 1.697 -0.712 -2.338
H 1.919 1.022 -1.965
H 0.384 0.205 -1.748
C -5.349 -0.965 -0.845
C -3.929 -0.590 -1.251
Sb -2.773 0.292 0.316
C -3.816 -0.282 2.084
C -3.666 -1.743 2.480
C -3.303 2.364 0.187
C -4.800 2.621 0.062
H -5.885 -1.367 -1.705
H -5.914 -0.107 -0.481
H -5.359 -1.729 -0.068
H -3.923 0.146 -2.059
H -3.382 -1.460 -1.612
H -4.859 -0.031 1.882
H -3.474 0.390 2.874
H -3.983 -2.417 1.683
H -4.284 -1.960 3.352
H -2.635 -1.990 2.738
H -2.764 2.775 -0.669
H -2.893 2.845 1.080
H -5.200 2.206 -0.863
H -5.005 3.692 0.052
H -5.360 2.193 0.894

***

# 2
Here is a molecular structure, C10H20O14RbS2 from the Open Molecules 2025 dataset. Energies are from ωB97M-V with the def2-TZVPD basis set.

## Properties
- Charge: -1
- LUMO energy: 1.5 eV
- Gap between HOMO and LUMO: 4.1210 eV
- HOMO energy: -2.6 eV

CARTESIAN COORDINATES (ANGSTROEM)
Rb -22.804 2.611 25.197
S -19.352 3.217 24.618
O -19.119 4.610 24.225
O -17.988 2.650 24.438
O -19.885 3.167 26.003
O -20.331 2.529 23.752
C -23.872 7.421 30.211
C -23.871 6.211 29.286
O -22.786 5.359 29.634
C -22.544 4.270 28.939
O -22.920 4.033 27.817
O -21.675 3.504 29.594
C -21.051 2.426 28.899
H -22.881 7.863 30.069
H -23.985 7.186 31.266
H -24.546 8.208 29.876
H -23.800 6.454 28.225
H -24.866 5.755 29.310
H -20.925 1.657 29.662
H -20.134 2.878 28.517
H -21.602 1.983 28.072
C -22.785 0.064 22.218
C -22.201 -1.324 22.499
O -20.888 -1.223 23.062
C -20.922 -0.850 24.370
O -21.925 -0.638 25.020
O -19.698 -0.623 24.730
C -19.391 -0.234 26.067
H -22.564 0.826 22.965
H -23.862 -0.093 22.134
H -22.270 0.491 21.358
H -22.002 -1.836 21.554
H -22.811 -2.042 23.049
H -20.032 -0.832 26.721
H -19.494 0.844 26.203
H -18.388 -0.539 26.361
C -25.612 5.416 22.971
C -24.813 6.648 22.544
O -24.291 7.199 23.754
S -24.592 6.280 25.037
O -25.098 7.122 26.075
O -23.463 5.436 25.273
O -25.798 5.446 24.365
H -25.085 4.517 22.641
H -26.560 5.417 22.434
H -25.451 7.412 22.099
H -23.986 6.432 21.870

***

# 3
Here is a molecular structure, C3H6N2O3 from the Open Molecules 2025 dataset. Energies are from ωB97M-V with the def2-TZVPD basis set.

## Properties
- LUMO energy: 0.1 eV
- Gap between HOMO and LUMO: 10.0677 eV
- HOMO energy: -9.9 eV

CARTESIAN COORDINATES (ANGSTROEM)
C 0.485 -1.017 0.606
O 1.298 -1.625 -0.309
O 1.243 -0.743 1.722
O -0.720 -1.407 0.795
H 0.600 -0.727 2.451
H 2.100 -1.908 0.156
C -1.559 0.305 -0.421
C 0.563 1.702 -0.441
N -0.033 0.586 -0.381
N -2.108 0.013 -1.518
H -1.411 -0.244 -2.217
H -2.093 0.720 0.436
H -0.022 2.625 -0.373
H 1.655 1.720 -0.505

***

# 4
Here is C7H7NO2 in the gas phase from the Open Molecules 2025 dataset. Energies are from ωB97M-V with the def2-TZVPD basis set.

## Properties
- LUMO energy: 0.4 eV
- Gap between HOMO and LUMO: 8.9679 eV
- SMILES: O=C1Cn2cccc2[C@@H]1O
- HOMO energy: -8.5 eV

CARTESIAN COORDINATES (ANGSTROEM)
C -2.021 -0.515 0.824
C -0.840 -0.287 1.609
C -1.742 -0.313 -0.534
C 0.093 -0.018 0.651
C 1.757 0.655 -0.816
C 0.484 0.260 -1.603
C 1.622 0.167 0.608
N -0.419 -0.135 -0.595
O 2.764 1.141 -1.283
O 2.068 1.101 1.502
H -3.002 -0.924 1.176
H -0.690 -0.193 2.679
H -2.320 -0.556 -1.429
H 0.099 1.034 -2.236
H 0.831 -0.689 -2.078
H 2.298 -0.704 0.584
H 3.079 1.232 1.431

***

# 5
Here is a molecular structure, C20H24F3N2O from the Open Molecules 2025 dataset. Energies are from ωB97M-V with the def2-TZVPD basis set.

## Properties
- Charge: +1
- LUMO energy: -3.0 eV
- Gap between HOMO and LUMO: 8.2865 eV
- HOMO energy: -11.3 eV

CARTESIAN COORDINATES (ANGSTROEM)
F 3.448 -0.737 -4.782
C 2.142 -1.179 -5.006
F 2.128 -1.770 -6.185
F 1.295 -0.180 -5.149
C 1.681 -2.095 -4.196
C 1.844 -1.811 -2.807
C 1.547 -2.679 -1.795
C 0.800 -3.991 -2.112
C 0.855 -4.440 -3.443
C 1.349 -3.494 -4.387
H 1.317 -4.077 -5.347
H 0.521 -5.529 -3.685
H 0.545 -4.505 -1.424
O 1.357 -2.211 -0.393
C 0.707 -2.814 0.549
C -0.577 -2.754 0.681
N -1.118 -1.178 0.768
H -2.128 -1.369 0.954
C -0.774 -0.556 2.047
C -1.299 0.706 2.114
N -1.273 1.514 0.763
C -1.653 0.644 -0.249
C -1.051 -0.617 -0.362
H 0.156 -0.442 -0.545
H -1.743 -1.172 -1.303
H -2.910 0.673 -0.081
H -1.581 1.551 -1.274
C -1.731 2.820 1.045
C -0.666 3.604 1.939
C 0.657 3.660 1.902
C 1.280 4.211 2.838
C 0.677 4.998 3.742
C -0.612 4.993 3.992
C -1.355 4.426 2.922
H -2.430 4.396 3.043
H -1.130 5.418 4.895
H 1.219 5.540 4.503
H 2.675 4.205 2.828
H 1.048 3.034 1.066
H -2.636 2.806 1.225
H -1.332 3.462 0.056
H -2.243 0.415 2.321
H -0.904 1.322 2.805
H 0.489 -0.270 1.634
H -0.805 -1.235 2.780
H -1.088 -3.123 1.649
H -1.104 -3.027 -0.177
H 1.122 -3.716 0.640
H 1.148 -2.443 1.529
H 2.137 -0.983 -2.531

***

# 6
Here is 4 unconnected molecules or ions with the total composition C25H45N4O7P from the Open Molecules 2025 dataset. Energies are from ωB97M-V with the def2-TZVPD basis set.

## Properties
- LUMO energy: -1.0 eV
- Gap between HOMO and LUMO: 7.8669 eV
- SMILES: CC(=O)OCC1=CC(=O)c2cc([PH2]=N)ccc2C1=O.COC[C@@H](C)N.COC[C@@H](C)N.COC[C@@H](C)N
- HOMO energy: -8.8 eV

CARTESIAN COORDINATES (ANGSTROEM)
C -1.653 -1.848 2.878
C -1.739 -1.428 1.425
O -2.250 -2.163 0.615
O -1.249 -0.212 0.937
C -2.044 0.890 1.366
C -3.473 0.851 0.849
C -3.843 0.317 -0.304
C -5.307 0.327 -0.668
O -5.710 0.488 -1.797
C -6.238 0.151 0.517
C -7.420 -0.538 0.455
C -8.177 -0.673 1.602
P -9.719 -1.658 1.458
N -9.599 -2.624 0.224
C -7.780 -0.106 2.788
C -6.596 0.603 2.871
C -5.851 0.710 1.727
C -4.522 1.438 1.765
O -4.294 2.384 2.484
H -2.370 -2.662 3.004
H -1.942 -1.058 3.579
H -0.672 -2.247 3.150
H -1.562 1.849 1.157
H -2.118 0.852 2.465
H -3.115 -0.143 -0.968
H -7.759 -0.975 -0.481
H -10.830 -0.787 1.379
H -9.865 -2.380 2.671
H -9.660 -3.596 0.497
H -8.362 -0.221 3.700
H -6.227 1.066 3.779
C 4.243 -1.575 1.470
C 3.030 -0.923 0.814
C 2.996 0.607 0.938
O 2.636 1.098 2.221
C 3.669 1.063 3.187
N 1.809 -1.531 1.353
H 4.142 -1.650 2.553
H 4.370 -2.592 1.094
H 5.158 -1.022 1.250
H 3.080 -1.155 -0.254
H 2.223 0.979 0.260
H 3.943 1.056 0.609
H 4.647 1.274 2.746
H 3.687 0.099 3.700
H 3.453 1.827 3.936
H 1.011 -1.178 0.832
H 1.671 -1.155 2.289
C 4.965 -4.837 -4.457
C 5.443 -3.445 -4.058
C 5.153 -3.079 -2.593
O 3.803 -2.759 -2.311
C 2.939 -3.876 -2.183
N 4.872 -2.463 -4.986
H 3.893 -4.872 -4.646
H 5.458 -5.153 -5.378
H 5.200 -5.574 -3.685
H 6.531 -3.430 -4.178
H 5.718 -2.173 -2.357
H 5.511 -3.859 -1.907
H 3.440 -4.726 -1.711
H 2.536 -4.166 -3.155
H 2.098 -3.576 -1.557
H 5.282 -1.552 -4.796
H 3.892 -2.345 -4.740
C 1.272 6.253 -0.658
C 1.723 5.051 0.165
C 2.740 4.146 -0.547
O 2.191 3.319 -1.558
C 1.938 3.966 -2.792
N 0.542 4.294 0.595
H 0.530 5.988 -1.410
H 0.810 6.999 -0.010
H 2.116 6.727 -1.163
H 2.219 5.441 1.060
H 3.148 3.458 0.199
H 3.587 4.723 -0.941
H 2.695 4.722 -3.018
H 0.943 4.415 -2.796
H 1.957 3.208 -3.576
H 0.837 3.565 1.241
H 0.200 3.782 -0.214

***

# 7
Here is 6 unconnected molecules or ions with the total composition C13H36F6O11PS5 from the Open Molecules 2025 dataset. Energies are from ωB97M-V with the def2-TZVPD basis set.

## Properties
- Charge: -1
- LUMO energy: 1.9 eV
- Gap between HOMO and LUMO: 8.3304 eV
- HOMO energy: -6.5 eV

CARTESIAN COORDINATES (ANGSTROEM)
P 23.209 -3.142 -2.846
F 22.351 -3.727 -4.034
F 23.016 -1.586 -3.297
F 21.899 -3.048 -1.786
F 24.099 -2.655 -1.560
F 23.598 -4.601 -2.355
F 24.511 -3.053 -3.822
O 18.784 -0.117 -6.512
S 19.924 -0.509 -7.399
O 19.908 -1.785 -8.091
O 20.137 0.690 -8.499
C 19.771 0.425 -9.878
C 20.557 1.278 -10.837
C 21.622 -0.265 -6.487
H 18.692 0.583 -9.871
H 19.651 -0.635 -10.101
H 21.639 1.195 -10.735
H 20.078 2.239 -10.646
H 20.293 1.069 -11.873
H 22.336 -0.194 -7.308
H 21.944 -1.109 -5.876
H 21.470 0.494 -5.719
O 29.427 0.440 -3.291
S 28.368 -0.018 -2.385
O 28.542 -0.101 -0.954
O 26.936 0.797 -2.822
C 26.957 1.524 -3.992
C 25.686 2.243 -4.055
C 27.703 -1.597 -2.742
H 27.148 0.876 -4.848
H 27.697 2.324 -4.028
H 25.766 3.073 -4.757
H 25.376 2.656 -3.096
H 24.922 1.478 -4.192
H 27.528 -1.607 -3.818
H 26.789 -1.787 -2.179
H 28.498 -2.312 -2.535
O 24.477 -5.503 -8.454
S 23.587 -4.362 -8.340
O 24.018 -3.012 -7.908
O 22.683 -4.222 -9.754
C 22.261 -2.908 -10.238
C 23.251 -2.484 -11.317
C 22.107 -4.916 -7.265
H 22.221 -2.241 -9.377
H 21.222 -2.889 -10.566
H 24.261 -2.433 -10.909
H 23.073 -1.445 -11.593
H 23.232 -3.142 -12.186
H 22.556 -5.090 -6.287
H 21.439 -5.683 -7.656
H 21.420 -4.070 -7.228
C 20.812 -6.590 -3.432
S 19.548 -7.856 -3.783
O 20.253 -9.215 -3.978
C 18.783 -7.615 -2.138
H 21.369 -6.778 -2.514
H 20.410 -5.605 -3.195
H 21.642 -6.660 -4.135
H 19.643 -7.846 -1.508
H 17.951 -8.278 -1.903
H 18.420 -6.621 -1.877
C 19.404 -2.399 -3.402
S 17.607 -1.920 -3.568
O 16.877 -2.383 -2.309
C 17.759 -0.130 -3.210
H 19.536 -3.314 -2.825
H 19.759 -1.547 -2.821
H 19.738 -2.567 -4.426
H 16.927 0.474 -3.572
H 18.438 0.165 -4.009
H 18.117 -0.070 -2.182

***

# 8
Here is 2 unconnected molecules or ions with the total composition C6H14NO from the Open Molecules 2025 dataset. Energies are from ωB97M-V with the def2-TZVPD basis set.

## Properties
- Charge: +1
- LUMO energy: -4.8 eV
- Gap between HOMO and LUMO: 9.7099 eV
- HOMO energy: -14.5 eV

CARTESIAN COORDINATES (ANGSTROEM)
C -1.874 -1.241 1.477
C -1.003 -0.488 0.353
C 0.492 -1.089 0.552
C 1.445 -0.713 -0.703
C 2.423 -1.401 -1.218
C 1.157 1.622 -0.171
N 1.163 0.754 -1.092
H -1.549 -0.829 2.385
H -2.860 -1.182 1.385
H -1.439 -2.236 1.480
H -1.308 -1.022 -0.583
H -1.133 0.660 0.333
H 0.955 -0.644 1.447
H 0.309 -2.177 0.779
H 2.998 -1.022 -2.035
H 2.420 -2.511 -1.044
H 1.333 2.648 -0.413
H 1.053 1.331 0.883
H 1.078 0.880 -2.176
H -2.066 2.426 -1.184
H -1.998 3.426 0.025
O -1.596 2.806 -0.476

***

# 9
Here is a molecular structure, C29H44Cl2N4O2Os from the Open Molecules 2025 dataset. Energies are from ωB97M-V with the def2-TZVPD basis set.

## Properties
- Charge: -2
- LUMO energy (spin up / spin down): 3.7 / 3.7 eV
- Gap between HOMO and LUMO (spin up / spin down): 1.2858 / 3.5909 eV
- HOMO energy (spin up / spin down): 2.5 / 0.1 eV
- 2S+1: 5

CARTESIAN COORDINATES (ANGSTROEM)
Os 0.352 0.467 1.203
Cl 0.929 -0.615 -0.634
C 0.527 1.569 5.076
C 0.634 1.594 2.819
N 1.133 1.026 3.968
H -1.055 3.108 5.172
N -0.261 2.523 3.268
H 0.710 1.247 6.086
C 1.915 -0.208 3.831
C 2.496 -0.569 5.172
C 1.014 -1.285 3.280
H 1.721 -0.811 5.893
H 3.133 -1.438 5.050
H 3.097 0.246 5.562
H 3.499 -0.858 2.573
H 3.601 0.870 3.036
H 0.606 -1.070 2.216
C 2.925 0.068 2.732
H 0.148 -1.475 3.912
H 1.607 -2.195 3.165
H 2.403 0.347 1.750
C -0.350 2.504 4.629
C -2.561 2.806 2.459
H -2.996 3.052 3.433
H -3.151 3.305 1.670
C -1.113 3.289 2.365
H -1.229 3.536 0.232
C -1.008 4.757 2.766
H 0.037 5.081 2.740
H -2.616 1.717 2.306
H -0.682 1.917 0.618
H -1.409 4.904 3.773
H -1.589 5.374 2.069
C -0.585 3.025 0.957
H 0.435 3.389 0.821
C 0.838 -1.944 -6.354
N 0.874 -1.887 -4.975
H -0.042 -0.556 -7.777
N -0.162 -0.142 -5.635
H 1.256 -2.732 -6.956
C 1.702 -2.804 -4.196
C 2.014 -4.014 -5.049
C 3.007 -2.104 -3.856
H 2.623 -3.750 -5.924
H 2.599 -4.717 -4.449
H 1.106 -4.532 -5.385
H 1.641 -3.846 -2.358
H 0.062 -3.781 -3.195
H 2.820 -1.189 -3.287
C 0.964 -3.210 -2.944
H 3.548 -1.867 -4.785
H 3.616 -2.794 -3.256
H 0.699 -2.336 -2.352
C 0.188 -0.847 -6.769
C 0.434 2.209 -5.508
H 1.161 2.122 -6.328
H 0.008 3.222 -5.519
C -0.702 1.224 -5.721
H -2.075 2.466 -4.707
C -1.247 1.423 -7.118
H -2.025 0.694 -7.377
H 0.933 2.032 -4.551
H -1.411 1.163 -3.675
H -0.455 1.377 -7.876
H -1.688 2.418 -7.182
C -1.776 1.409 -4.674
H -2.657 0.798 -4.912
C 0.288 -0.753 -4.511
Cl -1.396 -2.577 7.873
C -1.963 -2.183 6.299
C -2.088 -3.187 5.324
C -2.291 -2.814 3.991
C -2.351 -1.448 3.653
C -2.449 -0.471 4.652
C -2.255 -0.838 5.991
C -2.154 -1.144 2.184
O -2.666 -1.890 1.363
O -1.442 -0.051 1.888
H -1.999 -4.232 5.619
H -2.394 -3.569 3.211
H -2.706 0.550 4.362
H -2.304 -0.094 6.784

***

# 10
Here is a molecular structure, C8H16AlO2S from the Open Molecules 2025 dataset. Energies are from ωB97M-V with the def2-TZVPD basis set.

## Properties
- Charge: +3
- LUMO energy: -17.8 eV
- Gap between HOMO and LUMO: 2.2281 eV
- HOMO energy: -20.1 eV

CARTESIAN COORDINATES (ANGSTROEM)
C 3.569 -1.187 1.118
C 3.096 -1.193 -0.455
C 1.696 -0.390 -0.756
C 1.459 0.954 0.154
C -0.033 1.564 -0.290
C -1.237 0.568 0.206
C -2.708 1.309 0.369
O -3.768 0.590 -0.354
C -4.238 -0.600 0.370
O -4.267 -0.775 1.693
S -4.944 -2.047 -0.658
H 2.702 -1.047 1.894
H 4.427 -0.394 1.274
H 4.069 -2.247 1.319
H 2.949 -2.325 -0.800
H 3.979 -0.726 -1.098
H 0.829 -1.181 -0.699
H 1.766 -0.021 -1.888
H 2.254 1.750 -0.185
H 1.416 0.766 1.309
H -0.041 1.536 -1.482
H -0.145 2.683 0.031
H -1.376 -0.244 -0.656
H -0.859 0.073 1.224
H -2.929 1.459 1.528
H -2.696 2.415 -0.079
H -5.685 -2.872 0.248
Al 0.715 1.583 -3.335